No. 1
This record from the OMol25 dataset describes a 2-piece molecular cluster, CH2BrF2NO2S overall. The level of theory is the ωB97M-V functional and the def2-TZVPD basis.

Output
Kohn-Sham gap (spin up / spin down)	8.633 / 8.634	eV
electronic energy	-3416.37920	Ha
F_max	6.3	eV/Å
E_LUMO (spin up / spin down)	-0.0273 / -0.0273	hartree
highest occupied orbital energy (spin up / spin down)	-9.377 / -9.378	eV
relative energy (zero: lowest compared OMol25 entry of this formula, charge and spin)	49.3	kcal/mol

Element x y z (Å)
C1 1.54 0.06 0.22
N1 -1.82 0.05 0.41
O1 -0.82 0.70 -1.87
O2 -0.70 -1.64 -1.00
F1 2.45 -0.55 -0.55
F2 1.39 -0.63 1.32
S1 -0.74 -0.27 -0.83
Br1 1.92 1.89 0.43
H1 -1.83 0.97 0.79
H2 -1.39 -0.59 1.08

Atomic partial charges in e from the Löwdin method, atoms 1 to 5:
1. C -0.93
2. N -0.05
3. O -0.31
4. O -0.28
5. F 0.03

***

No. 2
This record from the OMol25 dataset describes the molecule CH2BrN. The level of theory is the ωB97M-V functional and the def2-TZVPD basis.

Output
Kohn-Sham gap	7.754	eV
electronic energy	-2667.80944	Ha
F_max	1.0	eV/Å
E_LUMO	-0.0217	hartree
highest occupied orbital energy	-8.344	eV
relative energy (zero: lowest compared OMol25 entry of this formula, charge and spin)	149.2	kcal/mol

Element x y z (Å)
C1 -1.65 0.52 1.53
N1 0.52 -0.43 -0.58
Br1 -1.02 0.69 -0.07
H1 0.95 -0.88 0.22
H2 1.19 0.10 -1.10

The Löwdin scheme yields these atomic charges, measured in e:
1. C -0.50
2. N -0.36
3. Br 0.91
4. H -0.01
5. H -0.04

***

No. 3
This record from the OMol25 dataset describes the molecule CH2BrN2OP. The level of theory is the ωB97M-V functional and the def2-TZVPD basis.

Output
Kohn-Sham gap	8.837	eV
electronic energy	-3139.38172	Ha
F_max	3.0	eV/Å
E_LUMO	-0.0286	hartree
structure (SMILES)	O=CN/N=P/Br
highest occupied orbital energy	-9.615	eV
relative energy (zero: lowest compared OMol25 entry of this formula, charge and spin)	26.0	kcal/mol

Element x y z (Å)
O1 1.78 -1.45 -0.52
C1 0.96 -1.29 0.33
N1 -0.13 -0.46 0.32
N2 -0.41 0.80 -0.18
P1 -0.20 1.84 -1.26
Br1 -2.06 3.14 -0.77
H1 0.96 -1.91 1.21
H2 -0.91 -0.67 0.87

Atomic partial charges in e from the Löwdin method, atoms 1 to 5:
1. O 0.06
2. C -0.34
3. N -0.04
4. N -0.45
5. P 0.52

***

No. 4
This record from the OMol25 dataset describes a 2-piece molecular cluster, CH2BrN3 overall. The level of theory is the ωB97M-V functional and the def2-TZVPD basis.

Output
Kohn-Sham gap (spin up / spin down)	9.016 / 5.388	eV
electronic energy	-2777.40968	Ha
F_max	6.1	eV/Å
E_LUMO (spin up / spin down)	-0.0638 / -0.1503	hartree
highest occupied orbital energy (spin up / spin down)	-10.751 / -9.477	eV
relative energy (zero: lowest compared OMol25 entry of this formula, charge and spin)	115.2	kcal/mol

Element x y z (Å)
C1 -0.80 0.33 0.21
N1 -1.67 0.75 -0.43
N2 0.19 -0.58 0.24
N3 0.40 -0.98 -0.99
Br1 1.14 1.72 1.80
H1 0.95 -0.41 0.90
H2 -0.21 -0.83 -1.73

Atomic partial charges in e from the Löwdin method, atoms 1 to 5:
1. C -0.45
2. N 0.18
3. N -0.08
4. N 0.17
5. Br 0.12

***

No. 5
This record from the OMol25 dataset describes the molecule CH2BrNO. The level of theory is the ωB97M-V functional and the def2-TZVPD basis.

Output
Kohn-Sham gap	9.994	eV
electronic energy	-2743.24702	Ha
F_max	5.7	eV/Å
E_LUMO	0.0153	hartree
structure (SMILES)	O=CNBr
highest occupied orbital energy	-9.579	eV
relative energy (zero: lowest compared OMol25 entry of this formula, charge and spin)	47.5	kcal/mol

Element x y z (Å)
O1 -0.16 -1.69 -0.12
C1 -0.64 -0.61 -0.12
N1 0.31 0.78 -0.31
Br1 2.07 0.45 0.17
H1 -1.62 -0.39 0.00
H2 0.04 1.47 0.38

Atomic partial charges in e from the Löwdin method, atoms 1 to 5:
1. O 0.05
2. C -0.25
3. N -0.48
4. Br 0.61
5. H 0.08

***

No. 6
This record from the OMol25 dataset describes a 2-piece molecular cluster, CH2BrNO3 overall. The level of theory is the ωB97M-V functional and the def2-TZVPD basis.

Output
Kohn-Sham gap (spin up / spin down)	11.564 / 6.893	eV
electronic energy	-2893.53142	Ha
F_max	7.4	eV/Å
E_LUMO (spin up / spin down)	0.0162 / -0.0646	hartree
highest occupied orbital energy (spin up / spin down)	-11.124 / -8.650	eV
relative energy (zero: lowest compared OMol25 entry of this formula, charge and spin)	98.0	kcal/mol

Element x y z (Å)
N1 1.69 1.40 1.77
O1 2.70 2.04 1.46
C1 -0.97 -0.83 -0.66
O2 -0.18 0.36 -0.28
O3 0.69 -0.05 0.68
Br1 -2.02 -0.15 -2.14
H1 -0.32 -1.62 -0.98
H2 -1.59 -1.14 0.16

Atomic partial charges in e from the Löwdin method, atoms 1 to 5:
1. N 0.06
2. O -0.06
3. C -0.56
4. O -0.20
5. O -0.07